Entry 1:
Molecular formula: HNO4S
Method: DFT, ωB97M-V with the def2-TZVPD basis set

Each line ends with the Mulliken charge.
CARTESIAN COORDINATES (ANGSTROEM)
S: -0.0755 1.2423 -0.1089  0.162
O: -3.4363 -0.3680 0.4926  -0.435
O: 0.6458 1.7373 1.1083  -0.555
O: 0.6607 1.8995 -1.2696  -0.579
O: -5.2314 0.3657 -0.5170  -0.493
N: -4.4116 0.4221 0.4685  -0.042
H: 0.6433 -0.4955 -0.2529  -0.057

The total charge is -2. As for the HOMO energy: -0.2077 eV. Its multiplicity is 1. As for the HOMO-LUMO gap: 7.1281 eV.


Entry 2:
Molecular formula: C49H48F3GeMnN3O2PSe
Method: DFT, ωB97M-V with the def2-TZVPD basis set

Each line ends with the Löwdin spin population.
CARTESIAN COORDINATES (ANGSTROEM)
Se: 4.3983 3.7038 -1.6845  0.011
Ge: -3.3256 -0.8870 0.3812  -0.002
Mn: 0.3344 0.3852 -0.0863  1.033
P: 0.5494 0.7238 2.1393  -0.027
F: 2.2366 -8.8696 -0.5843  0.000
F: 1.6168 -8.9595 1.4861  0.001
F: 0.1755 -9.2806 -0.0800  0.001
O: -0.3736 2.4208 -2.2967  -0.001
O: 0.3662 0.3038 -2.1118  0.000
N: 1.1332 2.1305 -0.4576  0.002
N: 3.4078 2.3930 -0.9646  -0.001
N: 3.0268 4.8289 -1.8800  0.007
C: -1.0434 -2.2472 4.3086  0.000
C: 1.2470 -8.5226 0.2597  0.002
C: 1.7714 4.6379 2.2025  -0.001
C: 0.1621 -4.3770 0.1245  0.005
C: 1.9622 4.2311 -1.3923  -0.001
C: 1.1291 -4.8877 -0.7548  0.010
C: -0.3440 0.6337 -8.5242  0.000
C: -1.3822 -1.7296 5.5503  0.000
C: -4.3560 0.7064 -0.1659  0.000
C: 0.5654 2.5531 2.2996  -0.004
C: -0.2885 -0.0479 3.5978  -0.004
C: 1.0347 0.7305 -4.9737  0.000
C: -0.0967 1.1593 -4.2726  0.000
C: 0.9358 -7.0657 0.2366  0.010
C: -1.5058 -0.7136 -0.2923  -0.010
C: -1.9582 2.6241 2.0796  -0.004
C: 2.1442 -0.5841 0.1397  -0.019
C: -0.1351 2.6247 -0.8272  0.004
C: 1.5090 -6.2177 -0.6999  -0.001
C: -1.2955 1.4450 -4.9348  0.000
C: 0.6908 5.2541 1.6834  -0.009
C: 0.6915 4.8230 -1.2623  0.012
C: -0.5218 -1.4072 3.3435  -0.001
C: 1.7596 3.2313 2.3943  -0.013
C: -0.5847 0.4668 4.8682  -0.001
C: -1.1500 -0.3924 5.8153  0.000
C: 2.3397 0.4540 -4.2684  0.000
C: -0.6015 3.2415 1.9180  -0.011
C: -0.3432 -3.0599 -0.0137  0.027
C: -0.3718 -5.2438 1.0979  0.009
C: -0.0095 1.2479 -2.7909  -0.002
C: -1.3492 1.2677 -6.3100  0.000
C: 2.8787 -0.4128 1.4446  -0.005
C: -4.1113 -2.4201 -0.5810  -0.001
C: -0.2465 0.8262 -7.0332  0.000
C: -0.8088 -1.9460 -0.1672  -0.001
C: -0.3390 4.1251 -0.6055  -0.003
C: 4.1916 -0.8647 1.6405  -0.002
C: 2.1748 2.8402 -0.9086  -0.001
C: 2.2446 0.2008 2.5233  -0.004
C: -0.3055 1.8855 5.3096  0.000
C: 4.1731 -0.0981 3.9283  0.000
C: 0.0014 -6.5713 1.1419  -0.001
C: -3.6474 -1.1979 2.2892  0.000
C: -2.5239 1.9052 -4.1888  0.000
C: 0.9363 0.5772 -6.3524  0.000
C: -0.4645 4.4909 1.2238  0.001
C: 4.8274 -0.7113 2.8600  0.000
C: 2.8763 0.3510 3.7597  0.000
H: 0.3144 1.8797 6.2092  0.000
H: 0.5477 5.8634 -1.5279  0.001
H: -2.7048 3.1319 1.4660  0.000
H: -3.8510 1.6280 0.1269  0.000
H: -1.1900 -3.2998 4.0933  0.000
H: 2.7791 -0.1585 -0.6470  0.001
H: -3.8719 -2.3606 -1.6446  0.000
H: 2.0634 -1.6592 -0.0595  0.003
H: -5.3426 0.6982 0.3042  0.000
H: -0.2667 -1.7887 2.3589  -0.001
H: -2.2835 2.6895 3.1238  -0.001
H: -4.4966 0.7186 -1.2492  0.000
H: -1.9502 1.5596 1.8224  -0.002
H: 2.2596 -0.4334 -3.6409  0.000
H: -4.7016 -1.4484 2.4324  0.000
H: 1.5589 -4.2208 -1.4904  0.001
H: -1.1127 -4.8561 1.7852  0.000
H: -1.6776 -0.4846 -1.3507  -0.001
H: -0.3551 1.5989 -9.0361  0.000
H: 5.8411 -1.0738 2.9900  0.000
H: 4.6769 0.0249 4.8797  0.000
H: -3.0446 -2.0286 2.6463  0.000
H: -1.2639 0.1097 -8.7871  0.000
H: -1.3917 0.0086 6.7952  0.000
H: -1.2350 2.4040 5.5598  0.000
H: -2.2801 1.4694 -6.8315  0.000
H: -2.3544 2.8841 -3.7421  0.000
H: 0.2079 2.4537 4.5429  0.000
H: 2.6226 1.2803 -3.6123  0.000
H: -0.4370 -7.2416 1.8722  0.000
H: 2.2490 -6.6024 -1.3888  0.000
H: 1.8094 0.2439 -6.9048  0.000
H: 2.6766 2.7061 2.6252  -0.001
H: 0.7048 6.3190 1.4747  -0.001
H: -2.7768 1.2151 -3.3805  0.000
H: -1.8073 -2.3700 6.3140  0.000
H: -3.6945 -3.3548 -0.1995  0.000
H: 2.6612 5.2062 2.4503  0.000
H: 3.1368 0.3006 -4.9953  0.000
H: -0.9338 2.0383 -0.3014  0.000
H: -3.3762 1.9708 -4.8641  0.000
H: 2.3505 0.8247 4.5833  0.000
H: 4.7137 -1.3395 0.8167  0.000
H: -1.3118 4.4038 -1.0065  0.000
H: 0.5018 0.0605 -8.9029  0.000
H: -5.1986 -2.4517 -0.4681  0.000
H: -3.4062 -0.3214 2.8945  0.000
H: -1.3677 5.0932 1.2823  0.000

The total charge is -1. As for the HOMO energy (alpha / beta): -4.0019 / -3.7639 eV. Its multiplicity is 2. As for the HOMO-LUMO gap (alpha / beta): 5.1429 / 4.8811 eV.


Entry 3:
Molecular formula: C12H30ClF6NO13S2Zr
Method: DFT, ωB97M-V with the def2-TZVPD basis set

Each line ends with the Mulliken charge.
CARTESIAN COORDINATES (ANGSTROEM)
Zr: 1.5209 -0.2538 -2.4892  1.584
Cl: -0.6389 0.2055 0.7599  1.756
S: -0.6252 1.8031 -4.5193  0.876
S: 0.6176 3.0172 -2.5961  0.871
F: 1.6644 2.6973 -5.6155  -0.185
F: -1.8291 2.2169 -1.5019  -0.172
F: -0.6338 3.5179 -0.2023  -0.155
F: -1.5705 4.3925 -1.8582  -0.170
F: 0.2263 2.0102 -7.1094  -0.156
F: -0.1266 3.8828 -6.0786  -0.158
O: 3.1782 0.3774 -1.0400  -0.330
O: -0.4566 -1.4684 -2.3409  0.317
O: 1.6184 -1.8100 -0.6868  0.600
O: -1.0259 0.5032 -5.0277  -0.682
O: 0.1505 -0.5022 1.7347  -0.748
O: 0.1923 0.5242 -0.3506  -0.360
O: 1.7757 2.8585 -1.7099  -0.555
O: -1.6590 -0.6018 0.2718  -0.626
O: -1.6744 2.6831 -4.1937  -0.462
O: -5.3359 -2.3346 3.4144  -0.519
O: 1.1107 3.0991 6.4575  -0.526
O: -1.2050 1.2232 1.5041  -0.576
O: 0.8533 4.1224 -3.5467  -0.490
N: 0.5485 1.4744 -3.1676  -0.295
C: -1.4826 -3.4310 -1.5909  -0.920
C: 0.6201 1.9018 5.9303  -0.480
C: 3.4589 0.4000 0.3892  0.085
C: -0.8602 -2.7270 -2.7658  -0.242
C: 0.7903 1.9414 4.4256  -0.611
C: -5.2530 -1.5916 1.0829  -0.776
C: -4.5072 -2.1914 2.2744  -0.115
C: 3.2188 1.8059 0.9849  -1.176
C: 0.3687 2.6293 -5.9598  0.718
C: 2.0957 -3.0896 -0.3095  -0.286
C: 3.1241 -3.1118 0.8537  -1.249
C: -1.0336 3.2904 -1.4261  0.678
H: -4.5505 -1.2732 0.3127  0.034
H: 1.1774 3.0919 7.4151  0.306
H: -1.3381 -1.1219 -2.1847  0.062
H: 2.7598 -0.1749 0.9966  0.007
H: 1.2170 -3.5334 0.1585  0.174
H: 0.0373 2.5795 3.9630  0.287
H: 2.2101 2.1637 0.7785  0.142
H: 1.7861 2.3001 4.1653  0.211
H: 3.3514 -4.1193 1.2019  0.426
H: -0.7778 -3.6207 -0.7814  0.016
H: -2.3760 -2.9423 -1.2022  0.332
H: 1.0926 1.0084 6.3385  0.305
H: 2.3776 -3.6704 -1.1878  0.513
H: -4.2665 -3.2292 2.0441  0.236
H: -3.5575 -1.6961 2.4766  0.162
H: 4.1090 -2.7137 0.6093  0.253
H: 0.7499 0.9242 4.0361  0.209
H: -5.9950 -2.2908 0.6971  0.309
H: 3.6701 2.6991 0.5529  0.492
H: 2.6811 -2.5402 1.6693  0.352
H: -0.4228 1.7496 6.2086  0.300
H: 0.0524 -3.2482 -3.0547  0.278
H: -5.7551 -0.6392 1.2530  0.361
H: -1.5286 -2.7834 -3.6249  0.371
H: -5.3239 -3.2657 3.6479  0.328
H: 4.0093 0.7583 -1.3331  0.290
H: 4.4964 0.0808 0.4887  0.507
H: -1.8748 -4.4067 -1.8777  0.465
H: 3.3344 1.8624 2.0673  0.375
H: 1.4388 -1.4130 0.1686  -0.567

The total charge is +2. As for the HOMO energy: -13.2498 eV. Its multiplicity is 1. As for the HOMO-LUMO gap: 1.9766 eV.


Entry 4:
Molecular formula: C28H31IrN3O9PS3
Method: DFT, ωB97M-V with the def2-TZVPD basis set

Each line ends with the Löwdin spin population.
CARTESIAN COORDINATES (ANGSTROEM)
Ir: 0.2461 0.0619 -0.9950  2.801
S: -0.4831 0.1138 -3.4097  0.222
S: -0.6019 3.9459 -0.9282  0.013
S: -0.0779 -1.4939 -6.2540  0.044
P: 0.7400 -0.2491 -5.0138  0.033
O: -3.0012 1.7277 3.3353  0.007
O: 1.0149 1.1086 -5.8089  0.007
O: 2.2433 -0.6039 -4.5748  0.002
O: -1.2361 4.4267 -2.1211  0.004
O: -3.1382 -0.0020 -1.5337  0.031
O: 0.5412 0.9812 1.1816  0.196
O: 2.0697 1.4571 -1.0680  0.093
O: -1.3622 3.9464 0.2914  0.002
O: -0.0612 -1.9059 -1.0010  0.308
N: -1.7311 0.6468 1.3061  0.228
N: 0.0887 2.4843 -1.1703  0.072
N: -1.5781 -0.0533 0.2133  0.565
C: -3.5637 -2.9728 -0.7807  0.000
C: -2.7545 -0.6726 -0.3608  0.038
C: 0.5426 3.5866 4.4047  -0.001
C: 1.9646 3.8716 -0.7659  0.002
C: 3.5446 5.5940 -0.3573  0.000
C: 0.5272 2.7346 3.3198  0.017
C: -3.5861 1.3306 -1.3282  0.000
C: -3.4349 -4.3064 -1.1272  0.023
C: 2.7931 -1.7709 -3.9206  0.001
C: 3.3536 -1.3329 -2.5844  0.010
C: 3.2834 4.2517 -0.6047  0.000
C: -0.5605 1.1975 1.7384  0.116
C: 1.1817 6.1314 -0.4333  0.002
C: -1.1952 -2.6173 -1.0303  0.018
C: 1.9645 2.6186 -4.1183  0.002
C: 0.9420 4.7954 -0.6774  0.007
C: -1.8244 2.2992 3.6436  0.020
C: -0.6388 2.0762 2.9225  0.005
C: 1.8344 -2.9379 -3.7941  0.001
C: 1.9127 2.2057 -5.5714  0.000
C: 3.2804 1.8885 -6.1509  0.000
C: -1.0710 -3.9698 -1.3709  0.026
C: -2.4731 -2.1122 -0.7266  0.031
C: -1.8025 3.1545 4.7473  -0.002
C: -0.6359 3.7893 5.1203  0.020
C: -2.1713 -4.8015 -1.4238  0.000
C: 1.4034 2.5172 -1.0238  0.011
C: 2.5074 6.5198 -0.2731  0.000
H: -3.5590 -0.6205 0.3877  0.004
H: 3.1873 1.5699 -7.1892  0.000
H: -4.3048 -4.9484 -1.1672  0.002
H: 2.5529 -1.0323 -1.9079  0.008
H: 2.3693 -3.7665 -3.3227  0.000
H: 0.9822 -2.6775 -3.1663  0.000
H: -2.8654 1.2001 2.5124  0.003
H: 2.4438 1.8487 -3.5128  0.000
H: 3.7561 1.0898 -5.5835  0.000
H: -0.6434 4.4547 5.9754  0.001
H: 4.5659 5.9274 -0.2262  0.000
H: 0.3720 6.8456 -0.3682  0.000
H: -2.9205 1.8960 -0.6746  0.000
H: 4.0741 3.5164 -0.6717  0.000
H: 0.9570 2.7874 -3.7384  0.001
H: 4.0304 -0.4863 -2.7011  0.000
H: -0.0793 -4.3375 -1.6000  0.001
H: 3.9131 2.7782 -6.1106  0.000
H: -2.7274 3.3081 5.2874  -0.001
H: -3.6030 1.8073 -2.3056  0.001
H: 2.7373 7.5597 -0.0789  0.000
H: -4.5943 1.3326 -0.8975  0.000
H: 1.4620 3.0160 -6.1497  0.000
H: 2.5369 3.5452 -4.0252  0.000
H: 1.4644 -3.2539 -4.7655  0.000
H: 3.6223 -2.0621 -4.5729  0.000
H: -2.0424 -5.8412 -1.6985  0.000
H: 1.4230 2.5541 2.7402  0.001
H: -4.5430 -2.5693 -0.5481  0.000
H: 1.4552 4.0920 4.6912  -0.001
H: 3.8939 -2.1595 -2.1187  0.000

The total charge is -1. As for the HOMO energy (alpha / beta): -4.6945 / -5.0652 eV. Its multiplicity is 6. As for the HOMO-LUMO gap (alpha / beta): 6.9891 / 5.6910 eV.


The energy above the lowest of the compared OMol25 structures with the same formula, charge and spin results, record by record, are as follows: 0.287 3.066 8.060 0.007 eV.
The DFT total energy results, record by record, are as follows: -20527.015 -230778.018 -92784.275 -97071.942 eV.